(1)
# C51H50AsBaGeN3O6S2

A structure of composition C51H50AsBaGeN3O6S2 at a distorted geometry (ωB97M-V/def2-TZVPD, the Open Molecules 2025 dataset).

Positions of all 115 atoms, in Å:
Ba: -1.031 0.975 -0.274
C: -2.764 -3.094 6.031
C: -1.652 -2.531 6.649
C: -0.910 -1.560 5.996
C: -1.280 -1.166 4.717
C: -2.381 -1.728 4.091
C: -3.132 -2.685 4.755
N: -0.513 -0.225 3.957
N: -0.099 0.730 4.620
C: 0.711 1.671 3.892
C: 1.210 2.712 4.658
C: 1.994 3.673 4.044
C: 2.242 3.544 2.690
C: 1.704 2.450 2.015
N: 0.951 1.520 2.593
H: -3.339 -3.854 6.543
H: -1.362 -2.852 7.641
H: -0.040 -1.111 6.456
H: -2.659 -1.388 3.102
H: -3.995 -3.118 4.267
H: 0.964 2.748 5.710
H: 2.401 4.501 4.610
H: 2.847 4.263 2.155
H: 1.921 2.287 0.965
O: -3.874 1.384 3.271
S: -3.329 1.539 1.956
O: -1.980 2.124 1.879
O: -3.400 0.347 1.109
C: -4.164 3.027 1.283
C: -5.316 3.392 1.954
C: -5.846 4.676 1.884
C: -5.189 5.645 1.155
C: -4.058 5.294 0.426
C: -3.546 4.008 0.467
S: -2.545 3.654 -1.007
O: -2.826 4.682 -1.970
O: -3.083 2.333 -1.330
O: -1.027 3.550 -0.914
H: -5.762 2.663 2.617
H: -6.747 4.913 2.433
H: -5.559 6.660 1.110
H: -3.600 6.016 -0.235
C: -2.655 -5.724 2.252
C: -3.207 -4.678 1.524
C: -2.430 -3.577 1.196
C: -1.092 -3.521 1.580
C: -0.546 -4.564 2.318
C: -1.329 -5.663 2.651
As: -0.098 -1.899 1.105
C: 1.711 -2.490 1.379
C: 2.437 -2.386 2.554
C: 3.754 -2.828 2.576
C: 4.333 -3.354 1.426
C: 3.605 -3.447 0.249
C: 2.283 -3.018 0.218
C: 1.400 -3.012 -0.968
C: 1.716 -3.518 -2.223
C: 0.795 -3.438 -3.262
C: -0.449 -2.853 -3.058
C: -0.776 -2.356 -1.800
C: 0.143 -2.429 -0.767
H: -3.261 -6.583 2.510
H: -4.246 -4.712 1.222
H: -2.880 -2.745 0.662
H: 0.488 -4.522 2.638
H: -0.898 -6.471 3.228
H: 1.985 -1.949 3.437
H: 4.335 -2.750 3.487
H: 5.365 -3.680 1.444
H: 4.080 -3.838 -0.642
H: 2.679 -3.981 -2.404
H: 1.048 -3.842 -4.234
H: -1.169 -2.807 -3.866
H: -1.772 -1.949 -1.631
C: 2.393 -0.830 -5.384
C: 1.425 0.231 -4.874
C: 1.794 0.684 -3.461
C: 1.364 2.104 -3.088
Ge: -0.516 2.610 -3.012
C: -1.828 1.305 -3.704
C: -2.923 2.072 -4.457
C: -2.424 2.682 -5.766
C: -2.176 1.648 -6.859
H: 2.105 -1.198 -6.369
H: 2.424 -1.676 -4.698
H: 3.404 -0.424 -5.457
H: 0.415 -0.190 -4.890
H: 1.425 1.084 -5.564
H: 2.885 0.686 -3.381
H: 1.472 -0.039 -2.711
H: 1.653 2.797 -3.891
H: 1.870 2.451 -2.184
H: -0.635 4.036 -3.531
H: -2.223 0.568 -3.001
H: -1.196 0.757 -4.407
H: -3.363 2.831 -3.811
H: -3.728 1.368 -4.692
H: -1.508 3.259 -5.594
H: -3.160 3.410 -6.112
H: -1.447 0.894 -6.555
H: -1.795 2.118 -7.766
H: -3.101 1.128 -7.114
C: 1.847 0.240 -0.374
C: 3.068 0.305 -0.287
C: 4.492 0.415 -0.155
C: 5.320 0.609 -1.264
C: 6.693 0.722 -1.114
C: 7.269 0.643 0.146
C: 6.457 0.449 1.257
C: 5.085 0.336 1.109
H: 4.873 0.664 -2.249
H: 7.318 0.872 -1.986
H: 8.341 0.732 0.262
H: 6.897 0.384 2.244
H: 4.447 0.177 1.970

As for the lowest unoccupied orbital energy: -1.2 eV. Its total charge is 0. As for the energy above the lowest of the compared OMol25 structures with the same formula, charge and spin: 5.091 eV. The molecular weight is 1150.0 g/mol. As for the HOMO energy: -7.462 eV. The orbital gap is 6.2995 eV.

(2)
# CCl2FNO2

The molecule CCl2FNO2 at a distorted geometry (ωB97M-V/def2-TZVPD, the Open Molecules 2025 dataset).

Positions of all 7 atoms, in Å:
C: 0.512 0.029 -0.512
N: -0.671 -0.028 0.821
O: -0.223 -0.581 1.764
O: -1.754 0.417 0.538
F: 1.676 0.082 0.196
Cl: 0.050 1.482 -1.350
Cl: 0.410 -1.401 -1.457

As for the lowest unoccupied orbital energy (alpha / beta): 0.3 / -4.0 eV. As for the spin multiplicity: 3. Its total charge is 0. As for the energy above the lowest of the compared OMol25 structures with the same formula, charge and spin: 2.072 eV. The molecular weight is 147.9 g/mol. As for the HOMO energy (alpha / beta): -7.120 / -10.828 eV. The orbital gap (alpha / beta) is 7.4693 / 6.8381 eV.

(3)
# C29H74N4O8P

A cluster of 9 separate species, C29H74N4O8P in total at a distorted geometry (ωB97M-V/def2-TZVPD, the Open Molecules 2025 dataset).

Positions of all 116 atoms, in Å:
C: 0.360 2.862 -1.913
C: -0.825 2.746 -1.989
C: -2.246 2.567 -2.206
C: -2.779 3.110 -3.563
N: -3.769 2.087 -3.989
C: -3.845 1.167 -2.980
N: -4.954 0.426 -2.783
N: -2.757 1.145 -2.167
P: -1.629 -0.177 -2.326
N: -1.164 -0.527 -3.760
H: 1.403 3.087 -1.978
H: -2.794 3.051 -1.395
H: -1.954 3.159 -4.269
H: -3.241 4.082 -3.426
H: -3.408 1.654 -4.838
H: -5.776 0.900 -2.404
H: -5.027 -0.567 -2.935
H: -0.617 0.182 -1.436
H: -2.309 -1.234 -1.708
H: -1.522 0.039 -4.517
C: -4.869 1.120 2.095
C: -3.750 2.087 2.443
C: -3.964 3.439 1.778
O: -2.485 1.547 2.050
H: -4.900 0.947 1.013
H: -4.703 0.156 2.576
H: -5.843 1.494 2.405
H: -3.695 2.219 3.524
H: -3.976 3.322 0.687
H: -3.155 4.124 2.029
H: -4.909 3.889 2.083
H: -2.532 1.423 1.097
C: -8.438 -0.787 4.214
C: -8.953 0.194 3.175
C: -10.415 -0.060 2.848
O: -8.162 0.121 1.981
H: -8.508 -1.812 3.839
H: -7.388 -0.592 4.437
H: -9.002 -0.728 5.141
H: -8.834 1.215 3.544
H: -10.541 -1.065 2.435
H: -10.772 0.652 2.103
H: -11.040 0.024 3.737
H: -8.251 -0.772 1.631
C: -9.996 1.002 -2.618
C: -8.922 2.010 -2.250
C: -9.311 3.420 -2.655
O: -7.673 1.647 -2.872
H: -10.157 0.996 -3.700
H: -9.699 -0.004 -2.322
H: -10.941 1.242 -2.132
H: -8.737 1.973 -1.176
H: -9.453 3.480 -3.738
H: -8.528 4.129 -2.385
H: -10.237 3.725 -2.170
H: -7.802 1.666 -3.827
C: 3.968 -0.143 -3.288
C: 2.891 0.751 -3.878
C: 2.558 0.352 -5.306
O: 3.306 2.122 -3.833
H: 4.894 -0.065 -3.862
H: 4.197 0.154 -2.264
H: 3.658 -1.189 -3.285
H: 1.987 0.694 -3.266
H: 3.443 0.449 -5.941
H: 1.785 1.004 -5.717
H: 2.206 -0.679 -5.358
H: 4.103 2.201 -4.368
C: -8.607 -3.169 9.344
C: -7.954 -2.886 8.002
C: -6.531 -2.377 8.171
O: -8.730 -1.943 7.260
H: -8.662 -2.254 9.939
H: -9.625 -3.534 9.205
H: -8.046 -3.913 9.910
H: -7.946 -3.797 7.400
H: -6.529 -1.439 8.734
H: -6.077 -2.181 7.200
H: -5.912 -3.099 8.705
H: -8.758 -1.126 7.769
C: 7.582 -4.263 -3.057
C: 6.519 -3.345 -3.635
C: 6.155 -3.744 -5.058
O: 6.965 -1.989 -3.602
H: 8.499 -4.205 -3.647
H: 7.835 -3.962 -2.041
H: 7.244 -5.300 -3.041
H: 5.624 -3.374 -3.009
H: 7.032 -3.674 -5.706
H: 5.392 -3.077 -5.461
H: 5.779 -4.767 -5.099
H: 7.763 -1.928 -4.139
C: 10.964 -0.813 -0.731
C: 10.572 -2.279 -0.646
C: 11.502 -3.047 0.280
O: 10.572 -2.869 -1.947
H: 11.976 -0.711 -1.132
H: 10.287 -0.275 -1.396
H: 10.937 -0.343 0.253
H: 9.545 -2.364 -0.286
H: 12.528 -3.007 -0.096
H: 11.209 -4.096 0.331
H: 11.490 -2.632 1.288
H: 11.469 -2.811 -2.294
C: 12.358 0.589 2.830
C: 13.617 1.163 2.199
C: 13.774 2.641 2.520
O: 13.601 0.961 0.786
H: 11.472 1.100 2.439
H: 12.261 -0.471 2.592
H: 12.369 0.703 3.914
H: 14.488 0.616 2.562
H: 12.928 3.207 2.120
H: 14.681 3.036 2.063
H: 13.824 2.811 3.596
H: 12.842 1.434 0.428

As for the lowest unoccupied orbital energy: -5.0 eV. Its total charge is +1. As for the energy above the lowest of the compared OMol25 structures with the same formula, charge and spin: 0.000 eV. The molecular weight is 637.9 g/mol. As for the HOMO energy: -11.185 eV. The orbital gap is 6.2074 eV.

| no. | total energy (hartree) |
| --- | --- |
| 1 | -7723.6113 |
| 2 | -1263.3194 |
| 3 | -2311.2313 |